1.
Formula: C3H4FN3S
Source: OMol25
Level of theory: ωB97M-V with the def2-TZVPD basis set

ORCA input file:
```
! wB97M-V def2-TZVPD RIJCOSX def2/J DEFGRID3
* xyz 0 1
N -2.0022 0.1460 0.0190
C -0.6954 -0.3131 -0.0622
N -0.3145 -1.5519 -0.0539
C 1.0889 -1.5214 -0.0503
C 1.5080 -0.2502 -0.0645
F 2.7025 0.3154 -0.0674
N 0.3695 0.5641 -0.0686
S 0.3246 2.2652 -0.1263
H -2.2380 0.9131 -0.5887
H -2.6457 -0.6235 -0.1120
H 1.6657 -2.4279 -0.0188
H 0.2366 2.4840 1.1936
*
```

E_tot in hartree: -779.021153
HOMO energy in eV: -8.3
SMILES: Nc1ncc(F)n1S



2.
Formula: C41H54GeN4Si4V
Source: OMol25
Level of theory: ωB97M-V with the def2-TZVPD basis set

ORCA input file:
```
! wB97M-V def2-TZVPD RIJCOSX def2/J DEFGRID3
* xyz 0 2
V -0.0467 0.1496 0.4167
N -3.3501 -5.5420 8.3215
C -2.9700 -4.9108 7.4386
C -2.4904 -4.1230 6.3239
C -3.3952 -3.5043 5.4644
C -2.9273 -2.7676 4.3899
C -1.5575 -2.6265 4.1660
C -0.6624 -3.2370 5.0410
C -1.1219 -3.9867 6.1102
C -1.0605 -1.8164 3.0215
C -0.3099 -0.6753 3.3137
C -0.0119 -0.1544 4.6104
C 0.6996 1.0075 4.4269
C 0.8132 1.1841 3.0408
N 0.2080 0.1845 2.3573
C -1.3938 -2.2068 1.7206
C -2.1649 -3.3398 1.3369
C -2.3066 -3.2945 -0.0342
C -1.6256 -2.1512 -0.4721
N -1.0621 -1.4860 0.5672
H -4.4572 -3.6031 5.6442
H -3.6268 -2.2727 3.7257
H 0.4036 -3.1336 4.8718
H -0.4260 -4.4705 6.7823
H -0.3193 -0.5953 5.5482
H 1.0825 1.6728 5.1855
H 1.3129 1.9905 2.5206
H -2.5386 -4.0996 2.0078
H -2.8316 -3.9960 -0.6638
H -1.5312 -1.7799 -1.4780
C -1.2911 1.8144 0.2998
C -2.1952 1.7983 1.4872
C -3.2333 0.8639 1.5804
C -4.0051 0.7508 2.7222
C -3.7631 1.5812 3.8137
C -2.7706 2.5542 3.7198
C -2.0110 2.6631 2.5698
C -4.5292 1.4187 5.0272
N -5.1423 1.2711 5.9902
H -0.7528 2.7535 0.1790
H -1.8362 1.5932 -0.6208
H -3.4282 0.2041 0.7419
H -4.8060 0.0225 2.7778
H -2.5973 3.2194 4.5564
H -1.2489 3.4314 2.5065
C 3.1341 -0.6097 1.9933
Si 2.4769 0.0557 0.3485
C 3.3362 -1.0792 -0.8670
C 3.2306 1.7819 0.2096
C 4.6120 1.9281 0.0443
C 5.2070 3.1825 0.0234
C 4.4322 4.3272 0.1787
C 3.0608 4.2089 0.3494
C 2.4737 2.9481 0.3593
H 4.1931 -0.8608 1.8684
H 2.6062 -1.5219 2.2953
H 3.0543 0.1086 2.8086
H 4.4209 -0.9938 -0.7189
H 3.1042 -0.8473 -1.9065
H 3.0576 -2.1195 -0.6736
H 5.2402 1.0491 -0.0709
H 6.2786 3.2685 -0.1162
H 4.8978 5.3057 0.1627
H 2.4491 5.0965 0.4594
H 1.3950 2.8798 0.4620
C 1.5775 3.4430 -2.6441
Si 1.8742 1.7457 -3.4133
C 1.5223 1.9659 -5.2462
C 3.6911 1.3072 -3.2963
Ge 0.4187 0.1494 -2.3587
Si -1.6735 0.8490 -3.3323
C -1.7553 0.4064 -5.1577
C -3.2077 0.0560 -2.5765
C -1.8738 2.7110 -3.2239
Si 0.7322 -1.9445 -3.5373
C 1.9143 -3.1616 -2.7372
C 1.3815 -1.6354 -5.2671
C -0.8636 -2.9348 -3.7362
H 2.5259 3.9336 -2.3949
H 0.9893 3.3780 -1.7254
H 1.0348 4.0853 -3.3448
H 2.2708 2.6527 -5.6619
H 0.5353 2.4115 -5.4102
H 1.5741 1.0312 -5.8087
H 4.2688 2.0355 -3.8795
H 3.8896 0.3105 -3.7102
H 4.0547 1.3294 -2.2658
H -1.7452 -0.6773 -5.3109
H -0.9170 0.8307 -5.7171
H -2.6851 0.7985 -5.5893
H -3.2749 -1.0030 -2.8496
H -4.0956 0.5595 -2.9761
H -3.2527 0.1216 -1.4852
H -1.1157 3.2067 -3.8389
H -1.7763 3.0959 -2.2044
H -2.8613 2.9987 -3.6037
H 2.9541 -2.8264 -2.7833
H 1.8404 -4.1204 -3.2662
H 1.6592 -3.3367 -1.6860
H 2.3698 -1.1631 -5.2436
H 0.7088 -0.9947 -5.8456
H 1.4753 -2.5941 -5.7931
H -1.0571 -3.5268 -2.8354
H -0.7436 -3.6370 -4.5691
H -1.7465 -2.3212 -3.9407
*
```

E_tot in hartree: -5992.697100
HOMO energy (spin up / spin down) in eV: -8.0 / -7.6



Copy entry 1 word for word.
Formula: C3H4FN3S
Source: OMol25
Level of theory: ωB97M-V with the def2-TZVPD basis set

ORCA input file:
```
! wB97M-V def2-TZVPD RIJCOSX def2/J DEFGRID3
* xyz 0 1
N -2.0022 0.1460 0.0190
C -0.6954 -0.3131 -0.0622
N -0.3145 -1.5519 -0.0539
C 1.0889 -1.5214 -0.0503
C 1.5080 -0.2502 -0.0645
F 2.7025 0.3154 -0.0674
N 0.3695 0.5641 -0.0686
S 0.3246 2.2652 -0.1263
H -2.2380 0.9131 -0.5887
H -2.6457 -0.6235 -0.1120
H 1.6657 -2.4279 -0.0188
H 0.2366 2.4840 1.1936
*
```

E_tot in hartree: -779.021153
HOMO energy in eV: -8.3
SMILES: Nc1ncc(F)n1S